The following is a DFT calculation (the ωB97M-V functional and the def2-TZVPD basis) of an isolated ion of composition C6H9NP and charge +1 at a distorted geometry.

Properties
E_tot, a.u.: -629.72422
LUMO energy, eV: -5.169

Geometry as ORCA input:
```
! wB97M-V def2-TZVPD RIJCOSX def2/J DEFGRID3
* xyz 1 1
H -0.37 2.20 -0.74
C -1.30 0.73 0.78
H -0.90 -0.07 1.22
H 1.19 -2.50 0.25
H -3.11 -0.42 0.75
N 3.25 0.55 -0.36
C 1.80 -1.92 -0.35
C 2.16 1.02 -0.61
H 2.80 -2.37 -0.57
H -1.70 1.51 1.63
C 0.93 0.91 -0.11
H -2.39 -0.16 -0.95
C -0.29 1.37 -0.07
P 2.17 -0.48 0.76
H -3.15 1.02 -0.30
H 1.45 -1.59 -1.35
C -2.54 0.21 0.00
*
```

---

The following is a DFT calculation (the ωB97M-V functional and the def2-TZVPD basis) of C6H9NRuS as an isolated structure at a distorted geometry.

Properties
<S²>: 6.029
E_tot, a.u.: -780.98518
LUMO energy (alpha / beta), eV: -10.652 / -11.789

Geometry as ORCA input:
```
! wB97M-V def2-TZVPD RIJCOSX def2/J DEFGRID3
* xyz 2 5
C 2.19 -0.84 1.55
C 1.25 -1.41 2.41
H -0.95 2.72 -2.90
H 2.41 0.27 -0.35
H -0.50 -0.88 -2.00
Ru -0.84 0.63 -1.42
N 0.44 -0.15 0.11
C -0.11 -1.30 2.13
H 1.58 -1.93 3.32
C -1.66 2.27 -2.18
C 1.77 -0.20 0.39
H -0.89 -0.44 -2.68
H 3.26 -0.89 1.75
H -1.98 2.96 -1.39
H -2.54 1.86 -2.73
H -0.90 -1.71 2.74
C -0.50 -0.64 0.96
S -2.04 -0.33 0.28
*
```

---

The following is a DFT calculation (the ωB97M-V functional and the def2-TZVPD basis) of one molecule with the formula C6H9NS at a distorted geometry.

Properties
E_tot, a.u.: -686.87598
LUMO energy, eV: 0.544

Geometry as ORCA input:
```
! wB97M-V def2-TZVPD RIJCOSX def2/J DEFGRID3
* xyz 0 1
C -2.18 0.46 0.04
N -2.91 1.15 0.57
S -0.46 -1.99 -0.38
H 1.92 -0.06 -0.99
H 2.45 -0.70 0.74
C -0.87 -0.27 -0.67
C 1.73 0.00 0.04
H -1.71 0.46 -2.33
C 0.34 -0.42 0.36
H -0.73 -0.76 2.30
H 1.02 -1.14 2.33
H -0.41 1.63 -1.90
H 0.47 0.53 2.20
H -0.16 -0.09 -2.61
C 0.27 -0.42 1.88
C -0.74 0.52 -1.93
H 1.95 1.11 0.34
*
```

---

The following is a DFT calculation (the ωB97M-V functional and the def2-TZVPD basis) of one molecule with the formula C6H9NS at a distorted geometry.

Properties
E_tot, a.u.: -686.90223
LUMO energy, eV: -0.279

Geometry as ORCA input:
```
! wB97M-V def2-TZVPD RIJCOSX def2/J DEFGRID3
* xyz 0 1
H -2.23 0.76 -1.74
H -0.37 -0.65 1.54
N -1.49 0.43 -1.16
H -0.05 -2.39 1.73
H -1.75 2.23 -0.13
C 0.13 1.58 0.41
H 2.06 -0.48 -1.26
H 0.11 2.41 1.13
H -0.75 0.03 -1.69
C 1.32 -0.42 -0.48
S 2.75 1.39 0.88
C -0.28 -1.59 1.00
H -1.34 -1.85 0.71
C -1.01 1.44 -0.33
C 0.66 -1.51 -0.09
C 1.38 0.92 0.20
H 0.87 -2.33 -0.74
*
```

---

The following is a DFT calculation (the ωB97M-V functional and the def2-TZVPD basis) of one molecule with the formula C6H9NS2 at a distorted geometry.

Properties
E_tot, a.u.: -1085.00784
LUMO energy, eV: 0.519

Geometry as ORCA input:
```
! wB97M-V def2-TZVPD RIJCOSX def2/J DEFGRID3
* xyz 0 1
C -1.79 -0.88 1.46
C -0.89 0.25 0.92
H -1.12 -1.71 1.52
H -2.36 -0.67 2.49
S 2.54 0.84 0.24
H -2.33 0.71 -0.65
H 0.00 0.47 2.91
C 0.31 0.51 1.75
H 0.60 -1.16 -2.37
S 2.71 1.00 -2.62
C -1.39 0.91 -0.13
H -0.87 1.73 -0.45
C 1.89 0.14 -1.30
H 0.61 -1.39 -0.79
N 1.54 0.66 1.48
C 1.00 -0.83 -1.51
H 1.96 0.56 -3.72
H -2.42 -1.13 0.75
*
```

---

The following is a DFT calculation (the ωB97M-V functional and the def2-TZVPD basis) of C6H9NSSn as an isolated structure at a distorted geometry.

Properties
E_tot, a.u.: -900.49795
LUMO energy (alpha / beta), eV: -11.797 / -11.608

Geometry as ORCA input:
```
! wB97M-V def2-TZVPD RIJCOSX def2/J DEFGRID3
* xyz 2 1
C 1.11 0.88 1.21
H 1.19 1.07 -2.91
H -3.29 -0.65 1.00
H -2.63 -0.36 0.85
H 1.35 0.90 4.60
C 1.14 0.54 3.60
C 1.14 0.07 -2.45
N 0.51 -0.34 1.03
H -0.29 -2.06 1.94
H 2.06 -0.12 -1.89
H 2.07 2.23 2.57
C 0.21 -1.11 2.11
H 0.94 -0.71 -3.19
Sn -0.52 0.12 -1.00
C 1.55 1.28 2.49
S 0.87 2.02 -0.06
C 0.47 -0.67 3.40
H 0.14 -1.28 4.24
*
```

---

The following is a DFT calculation (the ωB97M-V functional and the def2-TZVPD basis) of C6H9NaO6 as an isolated structure at a distorted geometry.

Properties
E_tot, a.u.: -847.43511
LUMO energy, eV: -0.996

Geometry as ORCA input:
```
! wB97M-V def2-TZVPD RIJCOSX def2/J DEFGRID3
* xyz 0 1
H -2.61 3.19 -0.97
O 2.82 1.06 -1.21
Na 0.70 1.94 -2.11
C -2.45 2.70 0.00
H -1.39 2.75 0.27
H 3.66 -1.93 1.16
C -1.64 -1.91 -0.55
H 0.84 -1.35 1.59
H 0.21 -1.88 0.28
C 2.68 0.14 -0.42
H -1.07 -2.84 -0.65
H -2.54 -2.47 -0.86
C -2.13 0.44 -0.61
O -2.93 1.36 -0.09
C 1.51 -1.42 0.72
O 1.88 -0.88 -0.61
O -2.33 -0.70 -0.07
H 2.82 -1.02 2.46
O -1.15 0.74 -1.29
H -3.00 3.19 0.80
O 3.26 0.07 0.77
C 2.88 -1.19 1.38
*
```

---

The following is a DFT calculation (the ωB97M-V functional and the def2-TZVPD basis) of a 2-piece molecular cluster, C6H9O2 overall at a distorted geometry.

Properties
<S²>: 0.755
E_tot, a.u.: -384.38455
LUMO energy (alpha / beta), eV: 0.772 / -3.271

Geometry as ORCA input:
```
! wB97M-V def2-TZVPD RIJCOSX def2/J DEFGRID3
* xyz 0 2
H -1.54 -0.68 0.00
C 1.83 -2.51 -1.85
H -3.19 -0.43 0.85
H -2.44 1.67 1.73
H -0.77 3.31 2.23
O 2.14 -0.63 -0.40
H 0.27 1.18 0.29
C -0.10 2.79 1.56
H 0.88 3.21 1.38
H 1.72 -3.39 -1.23
C -0.45 1.67 0.94
O 0.17 -0.88 -1.25
C -2.18 -0.09 0.64
C 1.31 -1.28 -1.15
H 2.88 -2.40 -2.11
H 1.23 -2.61 -2.75
C -1.77 1.08 1.11
*
```

---

Question: Look up the E_tot of the first one.
Answer: -629.72422 a.u.